Record 1
{
  "formula": "C3H3LiO3Tl",
  "method": "wB97M-V/def2-TZVPD",
  "e_tot_ha": -521.737202,
  "mol_weight_da": 298.38,
  "lumo_ev": [-1.379, -2.220],
  "s2": 0.77,
  "spin_multiplicity": 2,
  "orbital_gap_ha": [0.20026, 0.16116],
  "de_lowest_kj_mol": 214.1,
  "symbols": ["Li", "O", "O", "H", "H", "O", "Tl", "H", "C", "C", "C"],
  "positions_angstrom": [[3.169, -1.027, -4.188], [1.055, -0.171, 0.850], [0.712, -2.314, -2.437], [0.379, 0.024, 2.753], [0.470, -2.721, 1.275], [1.929, -2.380, -4.311], [1.238, -0.385, -1.336], [-0.666, -2.238, 2.727], [0.084, -1.979, 1.979], [0.578, -0.643, 1.894], [1.658, -1.859, -3.160]],
  "forces_ev_per_a": [[0.1429, -0.0526, -0.3248], [2.7444, 2.1627, -2.5666], [1.5989, 0.6358, -0.7406], [0.0718, 0.0614, -0.3638], [-0.5515, 0.2442, -0.0426], [0.9073, 2.2214, 1.9124], [0.0285, 1.9789, 1.3040], [0.6741, -0.1367, 0.0658], [1.1308, 2.6468, 0.3573], [-3.9457, -5.0453, 2.4913], [-2.8014, -4.7166, -2.0923]]
}

---

Record 2
{
  "formula": "C5H7NO",
  "method": "wB97M-V/def2-TZVPD",
  "e_tot_ha": -324.625296,
  "mol_weight_da": 97.12,
  "lumo_ev": 0.368,
  "orbital_gap_ha": 0.38565,
  "de_lowest_kj_mol": 260.4,
  "smiles": "C[C@H](C#N)CC=O",
  "symbols": ["H", "C", "H", "H", "N", "O", "H", "C", "H", "H", "H", "C", "C", "C"],
  "positions_angstrom": [[-1.097, -0.593, -2.551], [0.268, 0.021, -0.984], [1.813, -0.382, 0.539], [0.428, -0.948, 2.411], [0.552, 2.769, -0.005], [-1.795, -1.276, -0.782], [-0.059, 1.044, -0.991], [0.795, 0.040, 0.477], [-0.805, -1.397, 1.176], [1.083, -0.009, -1.719], [-0.794, 0.227, 1.834], [0.854, 1.760, 0.512], [-0.956, -0.721, -1.453], [-0.147, -0.593, 1.549]],
  "forces_ev_per_a": [[-0.0159, -0.1764, 0.1612], [0.0260, -0.2008, 0.1694], [-0.4232, 0.5672, 0.0362], [-0.1438, 0.2326, -0.1475], [1.0924, -1.5381, 1.8532], [0.4705, 0.1769, -0.4546], [-0.7973, 0.0886, -1.4533], [-0.0343, 1.4135, -0.0486], [0.7202, 0.4560, -0.0964], [-0.2314, -0.2355, 0.1443], [-0.3609, -0.1479, 0.4906], [-0.5590, -1.2287, -0.6317], [-0.1122, -0.1378, 0.2416], [0.3690, 0.7304, -0.2645]]
}

---

Record 3
{
  "formula": "C5H4BrF8OPt",
  "method": "wB97M-V/def2-TZVPD",
  "e_tot_ha": -3759.995469,
  "mol_weight_da": 507.05,
  "lumo_ev": [-7.834, -9.579],
  "total_charge": 1,
  "s2": 2.01,
  "spin_multiplicity": 3,
  "orbital_gap_ha": [0.23855, 0.17415],
  "de_lowest_kj_mol": 0.0,
  "symbols": ["F", "C", "O", "F", "F", "H", "F", "C", "C", "F", "H", "F", "F", "Br", "F", "Pt", "H", "C", "H", "C"],
  "positions_angstrom": [[-11.496, -8.132, -1.206], [-11.857, -5.075, 0.335], [-12.052, -6.193, -0.488], [-9.027, -7.320, -2.077], [-9.435, -5.269, -1.397], [-12.465, -5.150, 1.241], [-13.626, -3.933, -0.772], [-12.246, -2.572, 0.537], [-10.004, -6.433, -1.777], [-11.588, -3.565, -1.496], [-10.841, -4.926, 0.700], [-10.978, -2.362, 0.953], [-10.307, -7.277, 0.424], [-13.273, -6.410, -3.884], [-13.018, -2.760, 1.635], [-15.199, -5.261, -4.882], [-10.582, -6.238, -2.688], [-10.939, -7.010, -0.724], [-12.598, -1.683, 0.005], [-12.325, -3.803, -0.374]],
  "forces_ev_per_a": [[0.4137, -0.1790, -0.2087], [-0.3231, 1.1811, 0.7276], [0.7883, -0.4481, -0.4931], [-0.2273, 0.1751, 0.2665], [-0.0954, -0.3276, 0.3505], [-0.1391, -0.2656, -0.1483], [0.1529, 0.0023, -0.0792], [-0.1519, 0.6361, -0.0289], [0.4461, -0.0104, -0.9769], [-0.2692, 0.0284, 0.1152], [0.1319, -0.1370, -0.3724], [-0.0056, -0.2673, -0.1632], [0.1405, -0.0684, -0.1784], [-2.3684, 1.3758, -1.1140], [0.0292, -0.1939, -0.1837], [2.3233, -1.3701, 1.2377], [0.0443, -0.0320, 0.0699], [-1.2947, 0.4683, 0.7836], [0.0166, -0.0435, 0.0019], [0.3880, -0.5243, 0.3940]]
}

---

Record 4
{
  "formula": "C4H5NOS",
  "method": "wB97M-V/def2-TZVPD",
  "e_tot_ha": -683.481755,
  "mol_weight_da": 115.16,
  "lumo_ev": -0.474,
  "orbital_gap_ha": 0.31297,
  "de_lowest_kj_mol": 331.2,
  "smiles": "O=C1CC=CSN1",
  "symbols": ["N", "C", "C", "H", "C", "H", "C", "H", "H", "H", "S", "O"],
  "positions_angstrom": [[2.128, 0.509, 0.685], [-0.447, 0.636, 0.494], [0.979, 1.009, 1.408], [1.252, -0.240, -2.265], [-0.118, 0.548, -0.887], [2.863, 0.304, 1.410], [0.864, -0.270, -1.263], [-0.527, 1.245, -1.516], [-1.501, 0.948, 0.834], [-0.410, -0.429, 0.798], [1.627, -1.217, 0.097], [1.073, 0.852, 2.593]],
  "forces_ev_per_a": [[0.7361, -1.4526, 0.0442], [-0.1953, -0.2228, 3.7612], [-0.9051, -4.4938, -0.5986], [0.2518, -0.4712, -0.1133], [1.3853, -0.8044, -0.2775], [-1.0829, 0.5403, -0.8073], [-0.6262, -0.7225, 0.2706], [-0.8784, 1.4309, -1.9322], [2.0441, 0.4544, -0.5015], [-0.2191, 0.4871, 0.4874], [0.8070, 3.0168, -1.3140], [-1.3172, 2.2378, 0.9809]]
}

---

Record 5
{
  "formula": "C10H16S",
  "method": "wB97M-V/def2-TZVPD",
  "e_tot_ha": -788.772298,
  "mol_weight_da": 168.31,
  "lumo_ev": 0.845,
  "orbital_gap_ha": 0.34012,
  "de_lowest_kj_mol": 121.8,
  "smiles": "Cc1ccccc1.CCSC",
  "symbols": ["H", "H", "H", "C", "C", "C", "H", "H", "H", "C", "C", "S", "C", "H", "H", "C", "H", "C", "H", "H", "H", "H", "C", "H", "H", "H", "C"],
  "positions_angstrom": [[1.544, -1.720, -0.257], [-2.873, 2.587, 1.022], [-0.495, 2.806, 1.453], [-0.705, -0.584, 1.424], [-2.045, -0.724, 1.071], [-0.141, 0.666, 1.563], [-0.199, -1.543, 1.525], [2.926, 1.285, -3.104], [3.048, -0.879, 0.298], [-2.612, -2.091, 0.855], [2.251, 0.618, -2.596], [2.901, -1.051, -2.219], [1.646, 1.421, -1.368], [1.409, 0.400, -3.252], [-3.637, -2.069, 0.511], [-2.280, 1.676, 1.109], [3.229, -2.406, -0.304], [-0.911, 1.798, 1.407], [-2.589, -2.709, 1.760], [2.066, 2.429, -1.559], [0.924, 0.867, 1.634], [-3.894, 0.467, 0.607], [-2.797, 0.437, 0.882], [-2.033, -2.626, 0.057], [2.103, 0.869, -0.541], [0.579, 1.550, -1.489], [2.583, -1.475, -0.487]],
  "forces_ev_per_a": [[0.1673, 0.1950, -0.0680], [0.0095, -0.3594, -0.0879], [0.1194, -0.4144, 0.1620], [-0.6892, -0.8051, -0.2026], [-0.0869, 0.5262, -0.0639], [0.8120, 0.6802, -0.3839], [0.5461, 0.4278, 0.1306], [0.7482, -0.4373, -0.2339], [-0.3424, 0.7838, -0.2490], [0.3960, -0.8031, -0.6801], [-2.2014, -0.0098, 0.8067], [0.6265, 0.0212, -0.0110], [1.9887, -0.0949, -2.1052], [0.2214, 0.1869, -0.3417], [-0.2716, 0.1563, -0.0315], [1.5572, 1.0822, 0.2067], [-1.1571, 0.8631, -0.7743], [-1.1377, 0.6434, -0.1905], [0.1164, 0.1436, -0.1128], [-0.1091, -0.3782, 1.0046], [0.0028, -0.5937, 0.4186], [1.3334, -0.7538, 0.2526], [-2.3284, -0.2892, -0.0937], [-0.3920, 0.3485, 0.7186], [-0.9350, 1.0193, 0.5731], [-0.2322, -0.6060, 0.7328], [1.2382, -1.5324, 0.6238]]
}

---

Record 6
{
  "formula": "C13H21N2S5Ti",
  "method": "wB97M-V/def2-TZVPD",
  "e_tot_ha": -3456.943594,
  "mol_weight_da": 413.53,
  "lumo_ev": -11.968,
  "total_charge": 3,
  "orbital_gap_ha": 0.26772,
  "symbols": ["H", "H", "C", "C", "S", "H", "C", "H", "H", "H", "N", "C", "C", "C", "H", "H", "H", "H", "C", "H", "C", "S", "Ti", "S", "C", "H", "H", "C", "H", "S", "H", "H", "C", "H", "H", "H", "N", "H", "S", "C", "H", "C"],
  "positions_angstrom": [[-1.042, 2.557, -2.656], [6.370, 1.170, 0.813], [-1.644, 1.647, -2.625], [4.110, -1.037, 0.025], [1.398, 2.444, -0.073], [-2.720, -1.628, 1.287], [-2.878, 1.410, 1.405], [-2.807, -1.232, -1.003], [-3.284, 0.806, -1.449], [-2.079, -1.076, -3.405], [3.836, 1.333, -0.053], [2.756, -1.180, 0.034], [6.106, 0.530, -0.036], [2.557, 1.139, -0.040], [6.701, -0.378, -0.017], [4.754, -1.905, 0.049], [-1.656, -1.467, 3.558], [-3.290, 0.449, 1.109], [-1.975, -1.825, -1.374], [2.287, -2.156, 0.059], [-1.334, -1.252, -2.628], [-0.725, -1.974, -0.036], [0.102, 0.503, 0.026], [-0.485, 0.305, 2.450], [-2.703, 1.719, -1.537], [-0.109, -1.968, 2.897], [-2.548, 0.951, 3.501], [4.664, 0.270, -0.020], [-3.702, 2.102, 1.584], [-0.399, 0.317, -2.412], [-2.102, 1.519, -3.606], [-1.611, 2.316, 2.912], [-1.032, -1.435, 2.664], [6.362, 1.131, -0.914], [-3.386, 2.545, -1.741], [-2.337, -2.830, -1.597], [1.934, -0.090, 0.005], [-1.896, -3.134, 1.701], [-1.852, 2.098, 0.048], [-1.749, -2.075, 1.487], [-0.601, -1.949, -3.036], [-1.994, 1.330, 2.641]],
  "forces_ev_per_a": [[-0.0190, 0.0139, -0.0792], [-0.0539, -0.0504, 0.0412], [0.0371, -0.0427, 0.0562], [0.0140, 0.0881, -0.0032], [-0.7407, -0.5951, 0.0595], [-0.0176, 0.0197, -0.0330], [0.0360, 0.1375, -0.1028], [-0.0142, 0.0359, 0.0083], [-0.0204, -0.0266, 0.0538], [-0.0202, -0.0154, -0.0032], [0.1866, 0.3227, -0.0174], [0.1406, -0.2600, -0.0145], [0.2699, 0.0943, 0.0059], [0.2823, -0.4607, 0.0039], [-0.0068, 0.0029, -0.0013], [-0.0271, -0.0127, -0.0018], [0.0046, 0.0040, 0.0247], [-0.0129, -0.0235, -0.0188], [0.0962, -0.1618, -0.0097], [-0.0424, 0.0173, 0.0073], [0.1560, 0.0650, 0.0920], [-0.2180, 0.5331, 0.0549], [-0.4216, 0.8418, -0.0391], [-0.2741, -0.1674, -0.0967], [0.0712, 0.1566, 0.1270], [0.0015, 0.0125, 0.0476], [0.0261, -0.0512, 0.0085], [-0.4103, -0.1419, 0.0029], [0.0012, 0.0086, 0.0035], [-0.3742, -0.0151, 0.1718], [0.0318, -0.0337, -0.0221], [0.0055, -0.0100, 0.0355], [0.1046, 0.0904, -0.1124], [-0.0571, -0.0521, -0.0410], [-0.0068, 0.0002, -0.0186], [-0.0377, 0.0012, 0.0430], [1.4146, -0.0810, 0.0207], [-0.0510, -0.0040, -0.0108], [-0.2343, -0.2072, -0.0597], [0.1204, -0.0957, -0.0338], [0.0175, 0.0361, -0.0405], [0.0428, 0.0263, -0.1083]]
}